[1]
{"formula": "C50H75Br2ClF3N11O5PS", "method": "ωB97M-V with the def2-TZVPD basis set", "symbols": ["C", "C", "S", "C", "C", "C", "C", "C", "O", "O", "C", "C", "C", "C", "F", "Br", "C", "F", "F", "Br", "N", "C", "C", "C", "C", "C", "C", "C", "O", "C", "C", "N", "C", "P", "N", "O", "O", "N", "Cl", "H", "H", "H", "H", "H", "H", "H", "H", "H", "H", "H", "H", "H", "H", "H", "H", "H", "H", "H", "H", "H", "H", "H", "H", "H", "H", "H", "H", "H", "H", "H", "H", "H", "H", "H", "H", "H", "H", "H", "H", "N", "C", "C", "C", "C", "H", "H", "H", "H", "H", "N", "C", "C", "C", "C", "H", "H", "H", "H", "H", "N", "C", "C", "C", "C", "H", "H", "H", "H", "H", "N", "C", "C", "C", "C", "H", "H", "H", "H", "H", "N", "C", "C", "C", "C", "H", "H", "H", "H", "H", "N", "C", "C", "C", "C", "H", "H", "H", "H", "H", "N", "C", "C", "C", "C", "H", "H", "H", "H", "H"], "positions_angstrom": [[-3.52402, 2.65984, -4.20702], [-2.21810, 3.52285, -4.75306], [-0.68635, 2.90548, -3.82421], [-1.12893, 2.29646, -2.11087], [0.12137, 2.41085, -1.00409], [0.87127, 3.86599, -0.98954], [2.51578, 3.79037, -1.20455], [2.92759, 3.68624, -2.80268], [3.93506, 2.88860, -3.16417], [2.22128, 4.51142, -3.83532], [-0.70215, 1.91826, 0.36633], [-0.39834, 2.65671, 1.78662], [1.17339, 2.71467, 2.24721], [1.38397, 3.23963, 3.82175], [1.56268, 1.97959, 4.63325], [-0.08794, 4.41815, 4.48209], [2.81770, 4.06688, 4.00985], [2.60926, 5.50211, 3.64629], [3.13458, 3.96677, 5.48261], [4.36721, 3.20195, 3.06481], [-0.60842, 0.38262, 0.26455], [-1.43176, -0.14166, 1.37186], [-2.27662, -1.45719, 0.77523], [-3.14141, -1.07098, -0.59423], [-2.33307, -1.64641, -1.90170], [-3.04528, -3.04754, -2.39622], [-2.88726, -3.08214, -4.04794], [-1.36133, -2.75449, -4.56063], [-0.92048, -3.68106, -5.61862], [0.34572, -4.29809, -5.11415], [0.82960, 0.15894, 0.05659], [1.83198, -0.65099, 0.47932], [1.43499, -1.75850, 1.47936], [3.55618, -0.64816, 0.06381], [4.35779, -0.30581, 1.46733], [4.07160, -2.29974, -0.33993], [4.08930, 0.52977, -1.08427], [1.14170, 1.25242, -0.99146], [1.12395, 0.22549, -2.41074], [-3.25941, 1.50007, -4.14267], [-4.40337, 2.82606, -4.96274], [-3.85146, 3.05902, -3.13470], [-2.35439, 4.66954, -4.51765], [-2.14157, 3.31180, -5.92362], [-2.07791, 2.93687, -1.77080], [-1.53634, 1.17497, -2.16126], [0.72784, 4.48072, 0.02380], [0.49117, 4.61936, -1.83515], [2.91723, 4.85689, -0.84798], [3.04880, 3.00833, -0.51698], [2.19931, 3.96526, -4.68973], [-1.87149, 2.11538, 0.23541], [-1.01231, 2.26253, 2.70058], [-0.73314, 3.79545, 1.64821], [1.83262, 3.44440, 1.59523], [1.73144, 1.66719, 2.21546], [-2.28917, 0.60176, 1.74504], [-0.85777, -0.45074, 2.36538], [-1.59345, -2.39285, 0.59893], [-3.07339, -1.74995, 1.58092], [-3.15734, 0.11061, -0.66509], [-4.26849, -1.43681, -0.53942], [-2.44686, -0.86062, -2.76408], [-1.19977, -1.84811, -1.65867], [-2.51233, -3.98257, -1.91699], [-4.17423, -3.00020, -2.06933], [-3.27294, -4.12444, -4.46254], [-3.57258, -2.20984, -4.45594], [-1.31427, -1.64831, -4.96187], [-0.55023, -2.82311, -3.69682], [0.69596, -5.14706, -5.87153], [0.20263, -4.83420, -4.07121], [1.24319, -3.51577, -5.10093], [0.53982, -2.37006, 1.04060], [1.21079, -1.26052, 2.53160], [2.33359, -2.52170, 1.64759], [4.95268, 0.56408, 1.32038], [4.66601, -2.60911, 0.42992], [4.84674, 0.10036, -1.59520], [-7.12085, -1.14327, -1.49499], [-6.74488, -1.14925, -2.81300], [-7.53025, -2.06604, -3.47549], [-8.41504, -2.62849, -2.52467], [-8.14232, -2.03847, -1.31082], [-6.70961, -0.56769, -0.77165], [-5.95173, -0.50353, -3.16538], [-7.47299, -2.30316, -4.52992], [-9.17030, -3.38226, -2.70604], [-8.58562, -2.17960, -0.33413], [2.49460, 0.20926, 6.82890], [3.52080, 0.29596, 7.73330], [3.37373, -0.72703, 8.64328], [2.22159, -1.46004, 8.27111], [1.70018, -0.86179, 7.14587], [2.34712, 0.83678, 6.04910], [4.26493, 1.07701, 7.65307], [4.02649, -0.92478, 9.48360], [1.81628, -2.33096, 8.76982], [0.83342, -1.10511, 6.54596], [1.36455, 6.37783, -6.22618], [1.40617, 7.47884, -7.04139], [0.31328, 7.43075, -7.87774], [-0.41632, 6.26266, -7.55142], [0.25375, 5.63307, -6.52645], [2.04626, 6.15088, -5.51385], [2.20859, 8.19951, -6.95788], [0.06738, 8.15898, -8.63967], [-1.33228, 5.91819, -8.01385], [0.03649, 4.72060, -5.98741], [6.76419, -0.63912, 7.94672], [7.27582, -1.72685, 7.28823], [8.64201, -1.72495, 7.46066], [8.96505, -0.59971, 8.25609], [7.78643, 0.05124, 8.54432], [5.78543, -0.38596, 7.98630], [6.62587, -2.40640, 6.75345], [9.33134, -2.45578, 7.05813], [9.95119, -0.29720, 8.58395], [7.58835, 0.94495, 9.12087], [-3.56696, 5.31038, 2.71715], [-3.52534, 6.41139, 1.90193], [-4.61823, 6.36330, 1.06558], [-5.34783, 5.19521, 1.39190], [-4.67776, 4.56562, 2.41687], [-2.88525, 5.08343, 3.42947], [-2.72292, 7.13206, 1.98545], [-4.86413, 7.09153, 0.30365], [-6.26379, 4.85075, 0.92948], [-4.89502, 3.65315, 2.95592], [-0.27540, -8.39609, -7.43629], [-0.14723, -9.63287, -6.85969], [-0.56222, -9.53706, -5.55018], [-0.96026, -8.19662, -5.33101], [-0.77545, -7.51503, -6.51304], [-0.03893, -8.16923, -8.39350], [0.22879, -10.47264, -7.42856], [-0.57783, -10.34555, -4.83086], [-1.34135, -7.77418, -4.41025], [-0.95524, -6.48093, -6.77513], [0.30610, -5.49420, 4.90554], [0.84132, -4.23259, 4.92610], [1.83508, -4.20730, 5.87899], [1.90565, -5.50086, 6.44906], [0.95246, -6.27600, 5.82733], [-0.44725, -5.80065, 4.30372], [0.46916, -3.46247, 4.26381], [2.44427, -3.35016, 6.13496], [2.57969, -5.83155, 7.22867], [0.67866, -7.31384, 5.96253]], "forces_ev_per_angstrom": [[0.122, 0.363, -0.031], [-1.965, -0.346, 0.585], [0.064, -0.151, -0.311], [-1.546, -0.381, 0.161], [-2.053, -0.466, 1.115], [0.931, 1.243, 0.013], [-0.528, 1.816, -0.416], [4.463, -3.507, -2.219], [-6.425, 4.884, 2.018], [1.404, -2.950, 2.041], [-1.748, 1.699, -0.622], [1.018, 1.100, 0.351], [0.763, 0.098, 0.572], [1.366, -1.438, -0.905], [-0.801, 3.220, -1.751], [1.269, -1.252, -0.179], [-0.601, 1.001, 2.467], [0.945, -4.628, 1.099], [-0.967, 0.805, -4.476], [-1.644, 1.195, 0.910], [3.780, 1.313, 2.652], [-2.270, -3.081, 1.563], [-1.148, 0.300, 0.560], [1.365, 0.606, 0.264], [-1.233, -0.389, 0.232], [0.704, 0.634, -0.772], [-0.487, 0.059, 0.386], [0.107, 0.393, 0.447], [1.662, 0.091, 2.572], [0.923, -1.004, -1.074], [-1.512, 3.040, -1.746], [-3.039, -0.332, -0.791], [0.351, -1.179, 1.279], [6.695, 0.918, 2.994], [-1.652, 0.294, -3.039], [-1.393, 2.866, 1.130], [-1.037, -3.711, 0.624], [-0.070, -1.791, 1.096], [0.200, 0.446, -0.386], [-0.593, 2.565, -0.203], [1.595, -0.398, 1.590], [0.633, -0.949, -2.369], [0.242, -2.377, -0.718], [0.396, 0.504, 2.752], [2.420, -1.186, -0.311], [1.172, 2.347, 0.256], [0.025, -1.740, -2.097], [0.499, -2.121, 1.713], [-0.853, -2.211, -0.895], [-0.949, 1.249, -1.964], [0.460, 0.774, 1.762], [2.651, -0.347, 0.015], [0.976, 0.450, -2.000], [0.546, -2.589, 0.142], [-1.556, -1.429, 1.186], [-1.222, 2.096, 0.142], [2.209, -1.328, -1.267], [-0.988, 0.739, -2.292], [-1.233, 1.841, 0.234], [1.717, 0.474, -1.236], [-0.106, -2.261, 0.193], [2.566, 0.587, -0.136], [0.423, -1.503, 1.519], [-2.221, 0.688, -0.480], [-1.127, 1.846, -0.887], [2.208, -0.324, -0.862], [0.975, 2.303, 0.719], [1.204, -1.943, 0.727], [-0.107, -2.128, 0.616], [-1.964, 0.207, -1.467], [-1.025, 1.909, 1.546], [0.196, 1.280, -2.013], [-2.038, -1.441, 0.227], [1.682, 1.362, 0.898], [0.450, -1.081, -2.403], [-1.913, 1.942, -0.554], [-1.070, -1.479, 0.145], [-1.175, 1.169, -1.327], [-1.261, 0.710, 0.589], [0.060, 0.042, 0.115], [0.108, -0.065, -0.169], [0.327, 0.257, -0.076], [-0.109, -0.003, 0.409], [-0.092, -0.152, 0.009], [-0.252, -0.184, -0.307], [-0.135, -0.086, 0.006], [-0.008, 0.060, 0.180], [0.130, 0.150, 0.048], [0.048, 0.003, -0.194], [0.086, -0.041, -0.046], [-0.080, 0.028, -0.013], [0.220, 0.236, -0.046], [-0.306, -0.104, -0.223], [0.052, 0.063, 0.104], [0.104, -0.209, 0.381], [-0.171, -0.024, 0.034], [-0.126, 0.028, -0.092], [0.066, 0.146, -0.103], [0.117, 0.000, 0.150], [0.040, 0.054, 0.013], [-0.025, -0.007, -0.087], [0.299, 0.244, 0.090], [-0.066, -0.327, 0.218], [-0.031, -0.033, -0.048], [-0.273, 0.168, -0.181], [-0.155, -0.119, -0.050], [0.053, -0.125, 0.148], [0.153, 0.052, 0.071], [0.019, 0.152, -0.093], [0.124, 0.019, 0.045], [0.015, 0.004, -0.054], [-0.261, -0.215, -0.179], [-0.076, 0.329, 0.204], [0.068, 0.007, -0.039], [0.326, -0.249, -0.053], [0.122, 0.099, 0.094], [-0.128, 0.111, 0.075], [-0.180, -0.048, -0.041], [0.073, -0.151, -0.085], [0.090, -0.042, 0.020], [0.053, 0.079, -0.147], [0.349, 0.219, 0.042], [-0.012, -0.366, 0.175], [-0.063, -0.169, -0.083], [-0.320, 0.129, -0.228], [-0.169, -0.077, -0.020], [0.042, -0.104, 0.164], [0.138, 0.071, 0.116], [-0.028, 0.174, -0.066], [-0.037, -0.021, 0.045], [0.037, -0.061, 0.062], [0.149, -0.297, -0.252], [-0.019, 0.368, -0.146], [0.012, 0.102, 0.014], [-0.120, -0.100, 0.373], [-0.070, 0.130, 0.137], [0.001, 0.123, -0.150], [0.036, -0.056, -0.164], [-0.046, -0.175, 0.066], [-0.062, -0.120, -0.095], [0.097, 0.071, 0.051], [-0.056, 0.272, -0.302], [-0.152, -0.361, -0.030], [0.020, 0.010, 0.063], [0.302, 0.080, 0.276], [0.023, -0.074, 0.129], [-0.122, -0.153, -0.025], [-0.128, 0.054, -0.146], [0.062, 0.193, 0.007]], "homo_energy_ev": -9.27, "total_charge": 1, "spin_multiplicity": 1}

---

[2]
{"formula": "C8H11N3S", "method": "ωB97M-V with the def2-TZVPD basis set", "symbols": ["C", "C", "C", "C", "C", "C", "C", "C", "N", "N", "N", "S", "H", "H", "H", "H", "H", "H", "H", "H", "H", "H", "H"], "positions_angstrom": [[2.30658, 1.42202, -0.82929], [1.68038, 0.46060, -1.60921], [2.31520, 1.31503, 0.53623], [1.11139, -0.61739, -0.92396], [1.44552, -0.77690, 0.45451], [0.25419, -1.74558, -1.32804], [0.76993, -2.03752, 0.80187], [-1.94955, 1.34569, 1.46936], [1.82663, 0.25444, 1.20810], [0.05957, -2.46999, -0.16480], [-1.91217, 1.11961, 0.00855], [-2.78432, 0.02151, -0.61358], [2.83822, 2.34428, -1.20400], [1.56096, 0.66967, -2.66395], [2.71411, 2.05989, 1.27636], [-0.76579, -1.37174, -1.73514], [0.83870, -2.38526, -2.13898], [0.77926, -2.52307, 1.75925], [-4.22362, 0.09241, -0.23732], [-1.27088, 0.70916, 2.06499], [-1.58596, 2.33939, 1.72714], [-3.01903, 0.98759, 2.00455], [-2.98932, -1.21382, 0.13738]], "forces_ev_per_angstrom": [[1.295, 1.691, -0.416], [-0.649, 0.059, 0.496], [-0.174, -0.312, 2.552], [1.986, 1.215, -0.072], [-1.828, 1.426, -1.372], [0.101, 0.827, -3.318], [-0.327, 0.617, 0.009], [-1.811, -1.762, 1.181], [1.146, -1.045, -0.197], [-0.350, -2.710, 1.831], [0.243, 0.140, 1.635], [-2.536, -1.587, 0.498], [-0.902, -1.242, -0.111], [-0.098, -0.348, -0.092], [-0.347, -0.306, -1.393], [1.744, -0.777, 0.278], [-1.578, 1.034, 1.443], [-0.041, -0.103, 0.341], [1.380, 0.595, -0.429], [0.162, -0.241, -0.711], [-0.733, 0.240, -0.198], [2.264, 1.588, -1.504], [1.052, 1.002, -0.450]], "homo_energy_ev": -8.84, "spin_multiplicity": 1, "relative_energy_kj_mol": 420.8}